Record 1
{"formula": "C28H38F6N7O2RuSb", "method": "ωB97M-V/def2-TZVPD", "relative_energy_kcal_mol": 36.8, "max_force_ev_per_a": 3.70, "gap_ev": [6.77, 4.95], "e_tot_ha": -2557.19124, "s_squared": 6.055, "total_charge": 2, "homo_energy_ev": [-13.4931, -13.4930], "spin_multiplicity": 5, "species": ["Ru", "C", "C", "N", "O", "C", "C", "N", "O", "H", "H", "H", "H", "H", "H", "H", "C", "C", "C", "C", "C", "C", "C", "N", "C", "N", "C", "C", "C", "C", "C", "C", "C", "N", "C", "C", "C", "C", "C", "C", "C", "H", "H", "H", "H", "H", "H", "H", "H", "H", "H", "H", "H", "H", "H", "H", "H", "H", "H", "H", "H", "H", "H", "F", "Sb", "F", "F", "F", "F", "F", "N", "C", "C", "N", "H", "H", "H", "H", "H", "H", "H", "H", "H"], "xyz": [[-16.721, 8.440, 1.409], [-17.738, 8.997, 5.462], [-17.188, 8.604, 4.175], [-17.607, 9.207, 3.087], [-18.498, 10.222, 3.268], [-15.978, 7.809, 3.974], [-15.328, 7.169, 5.145], [-15.583, 7.506, 2.759], [-14.541, 6.845, 2.513], [-18.819, 9.159, 5.362], [-17.303, 9.903, 5.845], [-17.610, 8.159, 6.186], [-18.703, 10.696, 2.423], [-15.829, 7.325, 6.080], [-14.344, 7.595, 5.271], [-15.228, 6.108, 4.824], [-17.532, 8.389, -4.846], [-18.766, 7.744, -4.272], [-19.970, 7.884, -4.968], [-20.894, 6.852, -4.943], [-20.717, 5.792, -4.028], [-19.665, 5.739, -3.142], [-18.681, 6.714, -3.276], [-17.637, 6.707, -2.264], [-17.492, 7.589, -1.211], [-18.324, 8.684, -1.187], [-17.909, 10.005, -0.812], [-17.071, 10.061, 0.324], [-16.442, 11.263, 0.677], [-16.740, 12.408, 0.020], [-17.588, 12.432, -1.060], [-18.235, 11.248, -1.525], [-18.972, 11.218, -2.843], [-16.443, 7.468, -0.359], [-15.396, 6.432, -0.533], [-15.630, 5.061, -0.400], [-14.611, 4.090, -0.538], [-13.283, 4.491, -0.900], [-13.059, 5.867, -1.048], [-14.092, 6.809, -0.890], [-13.622, 8.262, -0.861], [-17.789, 9.355, -5.296], [-17.098, 7.777, -5.648], [-16.835, 8.608, -4.091], [-20.166, 8.840, -5.449], [-21.760, 6.761, -5.667], [-21.415, 4.905, -4.087], [-19.639, 5.012, -2.337], [-16.855, 6.024, -2.399], [-19.052, 8.730, -1.879], [-15.859, 11.313, 1.593], [-16.194, 13.359, 0.252], [-17.616, 13.336, -1.655], [-18.598, 12.016, -3.499], [-20.063, 11.469, -2.804], [-18.933, 10.334, -3.435], [-16.514, 4.696, 0.061], [-14.764, 3.057, -0.380], [-12.535, 3.713, -0.989], [-12.065, 6.309, -1.275], [-12.907, 8.468, -1.688], [-13.100, 8.318, 0.173], [-14.482, 8.923, -0.935], [-13.918, 12.279, 3.872], [-14.229, 11.469, 5.600], [-16.097, 11.274, 5.102], [-14.582, 10.609, 7.227], [-13.762, 9.715, 4.916], [-12.500, 11.704, 6.263], [-14.555, 13.293, 6.270], [-16.834, 16.387, 4.005], [-15.677, 15.495, 4.343], [-14.402, 15.740, 3.566], [-13.256, 15.070, 4.142], [-17.718, 16.063, 4.441], [-16.866, 16.458, 2.986], [-16.647, 17.332, 4.312], [-16.043, 14.443, 4.125], [-15.400, 15.527, 5.408], [-14.128, 16.846, 3.565], [-14.658, 15.430, 2.504], [-12.788, 14.368, 3.462], [-13.586, 14.496, 4.925]], "forces_ev_per_angstrom": [[-1.6, 0.7, -3.3], [-1.2, -2.0, 1.4], [-0.1, 2.0, -1.2], [0.8, 0.3, 0.2], [-0.1, -0.3, -0.1], [-0.3, -1.5, 3.3], [0.3, -0.3, -1.2], [0.6, 0.2, -1.1], [-0.3, 0.0, 0.7], [0.3, 0.0, 0.0], [0.4, 0.3, 0.1], [-0.1, 0.8, -0.3], [0.7, -1.0, 0.4], [-0.4, -0.2, 0.2], [0.6, 0.0, -0.1], [0.1, 0.4, 0.7], [-1.1, 0.9, -0.3], [0.3, -1.4, 0.4], [-0.1, 0.0, 0.4], [-1.0, -1.1, 0.0], [-1.3, -1.3, -1.3], [0.0, 0.9, 0.0], [-0.3, 1.0, 0.2], [1.3, 0.2, 0.6], [1.2, -0.9, -2.4], [0.0, 0.9, 0.1], [0.6, 1.2, 0.6], [-0.3, 0.9, -0.6], [-0.5, -1.1, 1.5], [1.1, 2.3, -0.3], [-0.8, -1.7, -1.1], [1.2, -1.6, 0.5], [-1.2, 1.8, -0.1], [-0.2, -0.7, 0.6], [0.3, -0.1, -1.1], [1.0, -0.9, 0.7], [1.4, 2.4, -0.8], [-1.9, 0.6, 0.4], [0.0, -0.4, -0.1], [0.5, 0.8, 0.3], [0.4, -0.9, 0.9], [0.0, -0.2, -0.1], [-0.1, 0.0, 0.4], [1.3, 0.1, 0.9], [0.2, -0.5, -0.7], [1.1, 0.6, 1.1], [0.7, 1.3, 0.2], [0.2, 0.0, -0.2], [-1.0, 0.8, 0.6], [-0.2, -0.7, -0.5], [0.3, -0.1, -0.2], [-0.6, -1.0, 0.0], [-0.5, 0.0, 0.0], [0.2, -0.2, 0.2], [0.7, -0.3, 0.5], [0.4, -1.0, 0.0], [-1.1, -0.1, -0.1], [-0.6, -0.8, 0.2], [0.2, 0.3, -0.1], [-0.7, -0.7, 0.2], [-0.4, -0.1, 0.7], [-0.7, 0.6, -1.8], [0.2, 0.3, 0.2], [-0.3, -0.7, 0.6], [0.6, 0.8, 0.5], [0.9, 0.2, -0.1], [-0.7, 0.0, 0.0], [-0.6, 0.8, -0.3], [0.2, 0.1, -0.6], [-0.3, -1.2, -0.6], [0.5, 0.1, 0.2], [0.3, -2.5, 0.9], [0.0, 1.5, -1.8], [0.5, -2.1, -0.9], [0.6, 0.2, -0.6], [-0.6, -0.2, 0.0], [0.0, 0.5, 0.4], [0.5, 1.1, 0.4], [-0.8, 0.3, -0.1], [-0.8, -0.9, -0.2], [0.7, 0.4, 0.8], [-1.2, 1.7, 1.5], [0.5, 0.1, -0.2]], "lowdin_spin": [2.315, -0.006, 0.010, 0.149, 0.062, 0.220, 0.034, 0.138, 0.572, -0.001, -0.001, -0.001, 0.001, 0.000, 0.013, 0.012, 0.000, 0.001, 0.000, 0.000, 0.000, 0.001, 0.002, 0.017, 0.026, 0.058, 0.075, 0.102, 0.044, 0.001, 0.041, -0.005, -0.001, 0.091, 0.008, 0.002, 0.001, 0.001, 0.000, 0.002, 0.001, 0.000, 0.000, 0.000, 0.000, 0.000, 0.000, 0.000, 0.000, 0.001, 0.006, -0.001, 0.002, 0.000, -0.001, 0.000, 0.000, 0.000, 0.000, 0.000, 0.000, 0.000, 0.001, 0.000, 0.000, 0.000, 0.000, 0.003, 0.000, 0.000, 0.000, 0.000, 0.000, 0.000, 0.000, 0.000, 0.000, 0.000, 0.000, 0.000, 0.000, 0.000, 0.000]}

Record 2
{"formula": "C28H38FN2O2S2Si3Zn", "method": "ωB97M-V/def2-TZVPD", "relative_energy_kcal_mol": 11.2, "max_force_ev_per_a": 2.69, "gap_ev": 7.36, "e_tot_ha": -4893.95920, "total_charge": -1, "homo_energy_ev": -5.0966, "spin_multiplicity": 1, "species": ["Zn", "C", "Si", "C", "C", "C", "Si", "C", "C", "C", "Si", "C", "C", "C", "C", "C", "C", "C", "N", "H", "H", "H", "H", "H", "H", "H", "H", "H", "H", "H", "H", "H", "H", "H", "H", "H", "H", "H", "H", "H", "H", "H", "H", "H", "H", "H", "H", "F", "C", "C", "C", "C", "C", "C", "C", "H", "H", "H", "H", "H", "H", "O", "S", "O", "N", "C", "S", "C", "C", "C", "C", "C", "C", "H", "H", "H", "H"], "xyz": [[-0.113, 0.061, 0.442], [-1.528, 0.255, -3.662], [-2.354, 0.483, -2.001], [-3.979, 1.467, -2.569], [-2.940, -1.227, -1.609], [-1.287, 1.346, -0.778], [-0.200, 2.624, -1.589], [1.130, 1.915, -2.660], [-1.052, 3.876, -2.658], [0.584, 3.766, -0.228], [-2.259, 2.022, 0.604], [-3.304, 3.625, 0.306], [-3.556, 0.819, 1.180], [-1.113, 2.404, 2.102], [-1.391, 3.272, 3.177], [-0.453, 3.414, 4.132], [0.721, 2.667, 4.119], [0.865, 1.689, 3.128], [-0.066, 1.583, 2.139], [-2.311, 0.030, -4.326], [-0.800, -0.517, -3.687], [-1.092, 1.163, -4.091], [-4.486, 0.921, -3.377], [-3.696, 2.454, -2.999], [-4.661, 1.577, -1.704], [-3.553, -1.429, -2.519], [-3.499, -1.348, -0.681], [-2.043, -1.905, -1.687], [0.812, 1.911, -3.733], [1.324, 0.863, -2.328], [2.049, 2.420, -2.623], [-1.178, 3.507, -3.668], [-0.520, 4.835, -2.622], [-1.999, 4.213, -2.191], [1.338, 3.321, 0.423], [-0.262, 4.013, 0.373], [1.007, 4.687, -0.593], [-3.815, 3.535, -0.615], [-2.641, 4.470, 0.203], [-3.976, 3.811, 1.159], [-4.208, 0.728, 0.291], [-4.156, 1.273, 1.960], [-3.220, -0.134, 1.482], [-2.234, 3.927, 3.141], [-0.657, 3.992, 5.039], [1.541, 2.782, 4.851], [1.738, 0.955, 3.140], [2.041, -5.677, -2.217], [1.553, -4.703, -1.425], [1.226, -3.467, -1.978], [0.556, -2.568, -1.181], [0.250, -2.821, 0.169], [-0.561, -1.818, 0.936], [0.693, -4.015, 0.730], [1.275, -4.980, -0.060], [1.406, -3.231, -2.985], [0.256, -1.691, -1.626], [-0.436, -2.048, 2.023], [-1.660, -1.945, 0.679], [0.411, -4.246, 1.741], [1.628, -5.955, 0.365], [6.382, -2.146, -0.296], [5.020, -2.522, -0.497], [4.774, -3.611, -1.398], [4.152, -1.158, -0.736], [3.362, -0.936, 0.275], [2.427, 0.510, 0.266], [3.311, -2.014, 1.334], [2.425, -2.131, 2.428], [2.582, -3.191, 3.272], [3.587, -4.149, 3.022], [4.348, -4.043, 1.887], [4.242, -2.958, 1.090], [1.662, -1.381, 2.548], [1.844, -3.271, 4.084], [3.705, -5.070, 3.650], [5.035, -4.879, 1.710]], "forces_ev_per_angstrom": [[0.5, 0.5, 0.0], [0.5, 1.3, 0.4], [-0.7, 1.0, -0.7], [0.9, 0.0, 0.4], [0.6, -0.7, -0.9], [0.3, 0.4, 0.1], [1.0, 0.6, 1.2], [-1.0, -2.0, -0.9], [-1.0, 1.1, 0.8], [0.1, -1.1, -0.5], [-0.5, 1.0, 0.1], [1.2, -0.7, 1.3], [-0.7, 1.0, -0.8], [-0.8, -0.4, 0.1], [0.1, -0.2, -1.9], [0.9, 0.1, 2.4], [0.9, -1.1, -0.5], [0.1, -0.1, 0.0], [1.1, -0.4, 0.7], [-1.2, -0.7, -1.0], [0.8, -0.7, 0.0], [0.1, -0.1, 0.3], [0.1, -0.1, 0.3], [-0.2, -0.4, 0.5], [0.1, 0.2, -0.6], [0.0, -0.2, 0.8], [0.0, -0.2, -0.2], [-1.0, 0.4, 0.4], [0.2, -0.1, 0.8], [0.0, 0.8, -0.5], [1.3, 0.8, 0.3], [-0.3, 0.2, -0.3], [0.5, -0.3, -0.5], [0.0, -0.6, -0.5], [-0.1, -0.3, -0.1], [-0.6, 0.5, 0.8], [0.1, 0.4, -0.5], [-0.9, -0.1, -0.9], [0.3, 0.5, 0.0], [0.0, -0.1, -0.4], [0.1, -0.2, 0.4], [-0.2, 0.0, 0.3], [0.4, -1.1, 0.3], [-0.6, 0.1, 0.1], [0.1, 0.3, -0.5], [-0.8, 0.0, -0.3], [-1.3, 1.2, -0.3], [0.3, -0.1, 0.1], [-0.8, 0.5, 1.2], [-0.2, -1.3, 1.3], [0.5, -1.8, 1.6], [-0.2, 0.6, -0.6], [-0.8, -0.5, 0.7], [-0.8, 0.0, -0.6], [1.5, -1.1, -1.2], [0.4, 0.1, -1.2], [-0.7, 2.2, -0.8], [-0.4, 0.2, -0.6], [1.1, 0.0, 0.4], [0.1, 0.0, 0.3], [-0.5, 0.9, -0.5], [0.8, 0.2, 0.1], [0.0, -0.9, 1.3], [-0.4, 0.3, -0.4], [0.0, -0.5, 0.1], [-0.9, 0.3, -0.7], [-0.2, -0.2, 0.5], [-1.2, 1.4, 0.6], [1.1, 0.9, -1.3], [-0.2, -0.6, 0.8], [-1.1, -0.6, 0.9], [1.4, -2.2, 0.8], [0.4, 0.6, -1.7], [-0.2, 0.1, 0.1], [0.6, -0.3, -0.2], [-0.2, 1.1, -0.5], [0.0, 0.5, -0.3]], "lowdin_charge": [0.500, -0.175, 0.364, -0.174, -0.181, -0.528, 0.351, -0.208, -0.185, -0.162, 0.423, -0.156, -0.168, -0.293, -0.069, -0.100, -0.063, -0.122, -0.009, 0.009, 0.024, 0.015, 0.017, 0.022, 0.008, 0.042, 0.019, 0.038, 0.033, 0.010, 0.008, 0.021, 0.032, 0.024, 0.008, -0.018, 0.021, -0.009, 0.014, 0.032, 0.025, 0.031, 0.008, 0.098, 0.110, 0.109, 0.105, 0.043, -0.272, 0.004, -0.070, -0.327, -0.226, -0.082, -0.010, 0.105, 0.055, 0.040, 0.040, 0.105, 0.126, -0.307, 0.623, -0.296, -0.094, -0.754, 0.676, -0.206, -0.053, -0.087, -0.075, -0.073, -0.217, 0.076, 0.113, 0.117, 0.126]}

Record 3
{"formula": "C28H38IrN3O3Si3Te", "method": "ωB97M-V/def2-TZVPD", "max_force_ev_per_a": 2.55, "gap_ev": [4.50, 4.50], "e_tot_ha": -2720.71240, "total_charge": -2, "homo_energy_ev": [0.0007, -0.0010], "spin_multiplicity": 1, "species": ["Ir", "O", "C", "C", "C", "C", "C", "C", "C", "O", "N", "N", "C", "C", "C", "C", "C", "C", "C", "O", "H", "H", "H", "H", "H", "H", "H", "H", "H", "H", "C", "Si", "C", "C", "C", "Si", "C", "C", "C", "Si", "C", "C", "C", "C", "C", "C", "C", "N", "H", "H", "H", "H", "H", "H", "H", "H", "H", "H", "H", "H", "H", "H", "H", "H", "H", "H", "H", "H", "H", "H", "H", "H", "H", "H", "H", "H", "Te"], "xyz": [[-1.540, 0.584, 0.391], [-2.453, -4.311, 0.646], [-1.514, -4.531, 1.586], [-1.292, -5.822, 2.043], [-0.333, -6.077, 3.015], [0.405, -5.030, 3.553], [0.185, -3.741, 3.120], [-0.764, -3.462, 2.131], [-0.981, -2.093, 1.670], [-1.741, -1.880, 0.642], [-0.393, -1.162, 2.386], [-0.539, 0.123, 2.030], [-0.098, 0.980, 2.941], [-0.050, 2.394, 2.919], [0.571, 3.040, 4.006], [0.665, 4.410, 4.107], [0.122, 5.205, 3.105], [-0.484, 4.616, 2.016], [-0.579, 3.218, 1.865], [-1.118, 2.755, 0.795], [-2.379, -3.316, 0.462], [-1.884, -6.627, 1.629], [-0.171, -7.093, 3.358], [1.157, -5.233, 4.308], [0.734, -2.907, 3.530], [0.282, 0.511, 3.849], [1.004, 2.416, 4.781], [1.163, 4.871, 4.954], [0.172, 6.285, 3.173], [-0.907, 5.222, 1.225], [0.071, -3.340, -1.375], [0.092, -1.552, -2.086], [-1.578, -1.323, -3.001], [1.382, -1.802, -3.512], [0.490, -0.040, -1.006], [2.159, -0.180, -0.130], [2.589, -1.898, 0.599], [3.620, 0.142, -1.361], [2.583, 1.048, 1.286], [0.300, 1.612, -1.902], [0.890, 1.656, -3.745], [1.233, 3.147, -1.222], [-1.550, 2.075, -2.023], [-1.975, 3.143, -2.788], [-3.316, 3.504, -2.854], [-4.222, 2.690, -2.168], [-3.741, 1.636, -1.433], [-2.434, 1.338, -1.296], [0.708, -3.999, -1.965], [-0.930, -3.758, -1.370], [0.434, -3.370, -0.357], [-1.780, -2.119, -3.715], [-1.587, -0.384, -3.545], [-2.388, -1.294, -2.281], [0.980, -2.414, -4.316], [2.270, -2.303, -3.137], [1.693, -0.859, -3.940], [2.737, -2.634, -0.184], [1.799, -2.258, 1.247], [3.502, -1.858, 1.188], [3.592, -0.548, -2.196], [4.588, 0.037, -0.878], [3.565, 1.145, -1.772], [2.440, 0.591, 2.260], [1.953, 1.927, 1.255], [3.616, 1.387, 1.220], [1.945, 1.407, -3.793], [0.770, 2.635, -4.202], [0.349, 0.938, -4.353], [2.300, 2.961, -1.165], [0.891, 3.408, -0.231], [1.083, 4.018, -1.857], [-1.237, 3.712, -3.335], [-3.648, 4.367, -3.417], [-5.288, 2.883, -2.213], [-4.438, 0.988, -0.915], [-3.748, 0.192, 1.747]], "forces_ev_per_angstrom": [[1.7, -0.9, 0.9], [0.3, 0.2, 0.2], [-0.1, 0.7, -0.1], [0.2, -0.5, 0.2], [-0.3, 0.2, -0.2], [0.2, -0.4, 0.2], [-0.3, 0.2, -0.3], [0.1, -1.0, 0.3], [-0.3, 2.1, -0.3], [0.8, 0.9, -0.3], [0.6, -1.7, 0.6], [0.0, 2.0, 1.4], [-0.6, -2.3, -0.9], [-0.2, 1.6, -0.3], [-0.1, -0.4, -0.2], [0.3, 0.2, 0.4], [-0.2, -0.2, -0.3], [0.0, 0.4, 0.0], [0.1, -0.9, 0.6], [-0.9, -1.8, -1.1], [-0.3, -0.3, -0.1], [0.0, 0.0, -0.1], [0.0, 0.0, 0.0], [0.0, 0.0, 0.0], [0.0, 0.0, 0.0], [0.1, -0.1, -0.2], [0.0, 0.0, 0.0], [0.0, -0.1, 0.0], [0.0, 0.0, 0.0], [0.0, 0.0, -0.1], [0.0, 0.7, 0.0], [-0.1, 0.1, -0.4], [0.5, 0.0, 0.4], [-0.3, 0.3, 0.4], [0.2, 0.6, -0.2], [0.3, 0.1, -0.2], [-0.3, 0.4, -0.3], [-0.5, -0.1, 0.3], [-0.3, -0.2, -0.5], [0.7, -0.6, 0.1], [-0.3, -0.1, 0.5], [-0.3, -0.6, 0.1], [0.1, -0.5, 0.3], [-0.4, 0.5, -0.5], [0.0, -0.7, 0.5], [0.3, 0.7, -0.8], [-0.1, -0.9, 0.3], [-0.6, 1.5, -0.8], [0.1, 0.0, -0.2], [-0.2, 0.0, 0.0], [0.1, -0.1, 0.3], [0.1, -0.2, -0.1], [0.0, 0.3, -0.2], [-0.2, 0.0, 0.2], [-0.2, -0.2, -0.1], [0.2, -0.1, 0.1], [0.1, 0.2, -0.2], [0.0, -0.2, -0.2], [-0.2, -0.1, 0.2], [0.2, 0.2, 0.1], [0.0, -0.2, -0.3], [0.2, 0.0, 0.2], [0.0, 0.3, -0.1], [0.0, -0.1, 0.2], [-0.2, 0.3, 0.0], [0.2, -0.1, -0.1], [0.3, -0.1, 0.0], [-0.1, 0.3, 0.0], [-0.1, -0.2, -0.2], [0.3, -0.1, -0.1], [-0.1, 0.1, 0.2], [-0.1, 0.1, -0.3], [0.1, 0.0, 0.0], [0.0, 0.0, 0.0], [0.1, -0.1, 0.1], [0.2, 0.0, 0.3], [-0.7, 0.8, 0.4]], "lowdin_charge": [0.873, 0.033, -0.275, -0.032, -0.114, -0.122, -0.040, -0.087, -0.493, -0.254, 0.047, -0.238, -0.108, -0.165, -0.064, -0.144, -0.123, -0.034, -0.379, -0.190, 0.070, 0.104, 0.086, 0.085, 0.103, 0.124, 0.102, 0.079, 0.087, 0.107, -0.166, 0.455, -0.185, -0.200, -0.508, 0.437, -0.177, -0.195, -0.170, 0.471, -0.192, -0.157, -0.305, -0.085, -0.071, -0.069, -0.186, -0.146, 0.021, 0.019, 0.000, 0.018, 0.003, 0.015, 0.014, 0.006, -0.015, 0.015, -0.006, 0.021, -0.002, 0.011, -0.002, 0.018, 0.002, 0.022, 0.011, 0.007, 0.008, 0.012, -0.003, 0.023, 0.091, 0.092, 0.098, 0.001, -0.088]}